1.
{
  "formula": "C5H10O2",
  "method": "ωB97M-V/def2-TZVPD",
  "spin_multiplicity": 1,
  "fmax_ev_per_a": 0.4,
  "charge": 0,
  "lumo_energy_ev": 0.9,
  "elements": ["O", "O", "C", "C", "C", "C", "C", "H", "H", "H", "H", "H", "H", "H", "H", "H", "H"],
  "positions_angstrom": [[1.720, 1.621, 0.583], [-0.872, 0.970, 0.862], [0.802, -0.377, -0.553], [1.969, 0.291, 0.194], [-1.258, 1.064, -0.505], [-1.470, -1.361, 0.369], [-0.617, -0.154, -0.014], [0.994, -1.453, -0.608], [-0.644, 1.755, -1.087], [0.899, 1.609, 1.104], [-2.319, 1.050, -0.740], [-1.878, -1.219, 1.377], [2.261, -0.340, 1.051], [-0.892, -2.292, 0.360], [2.827, 0.330, -0.490], [0.796, -0.021, -1.590], [-2.318, -1.474, -0.314]],
  "lowdin_charge": [-0.07, -0.05, -0.10, -0.25, -0.09, 0.00, -0.45, 0.11, 0.13, 0.07, 0.12, 0.09, 0.12, 0.08, 0.12, 0.12, 0.08]
}



2.
{
  "formula": "C2H2FN3",
  "method": "ωB97M-V/def2-TZVPD",
  "spin_multiplicity": 1,
  "fmax_ev_per_a": 3.5,
  "charge": 0,
  "lumo_energy_ev": -0.2,
  "elements": ["F", "N", "N", "N", "C", "C", "H", "H"],
  "positions_angstrom": [[1.286, -0.823, 0.528], [0.622, 2.751, -0.605], [0.286, -1.652, 1.038], [-1.465, -0.044, -1.668], [-0.864, 0.928, -1.469], [-0.040, 1.905, -0.977], [-0.476, -1.003, 1.130], [0.650, -2.063, 2.022]],
  "lowdin_charge": [-0.18, 0.21, 0.00, 0.21, -0.19, -0.22, 0.04, 0.14]
}



3.
{
  "formula": "C40H38OP2RhSi",
  "method": "ωB97M-V/def2-TZVPD",
  "spin_multiplicity": 1,
  "fmax_ev_per_a": 1.0,
  "charge": 1,
  "lumo_energy_ev": -3.2,
  "elements": ["Rh", "P", "P", "Si", "O", "C", "C", "C", "C", "C", "C", "C", "C", "C", "C", "C", "C", "C", "C", "C", "C", "C", "C", "C", "C", "C", "C", "C", "C", "C", "C", "C", "C", "C", "C", "C", "C", "C", "C", "C", "C", "C", "C", "C", "C", "H", "H", "H", "H", "H", "H", "H", "H", "H", "H", "H", "H", "H", "H", "H", "H", "H", "H", "H", "H", "H", "H", "H", "H", "H", "H", "H", "H", "H", "H", "H", "H", "H", "H", "H", "H", "H", "H"],
  "positions_angstrom": [[-0.148, 0.110, 0.203], [2.007, 0.577, -0.242], [-2.409, -0.868, 0.159], [0.604, -1.933, 0.670], [-0.203, 1.684, 1.278], [3.672, 1.484, 1.802], [-5.024, -3.188, 2.241], [2.242, 1.139, -1.958], [2.618, 1.852, -4.626], [3.207, -3.217, 0.516], [-3.871, -2.582, 1.773], [-2.382, -2.355, -2.284], [5.169, -2.037, -0.222], [-3.943, -1.586, 0.800], [-2.875, 0.683, -0.692], [-3.505, 1.676, 0.066], [3.937, 3.798, 2.390], [0.105, -3.089, 2.040], [4.239, 2.462, 2.606], [0.379, -2.696, -2.080], [3.387, 1.835, -2.349], [1.476, 1.163, -4.247], [1.289, 0.810, -2.918], [-0.611, 1.803, 2.633], [0.597, 2.024, 3.526], [-1.676, -2.974, -3.301], [4.427, -0.880, -0.378], [-0.319, -2.123, -1.001], [-6.262, -2.799, 1.747], [-1.711, -1.928, -1.142], [-2.421, 0.996, -1.972], [2.805, 1.841, 0.774], [2.440, -2.060, 0.354], [-3.208, 3.255, -1.723], [3.572, 2.189, -3.675], [4.560, -3.206, 0.225], [-6.342, -1.807, 0.782], [2.492, 3.183, 0.571], [-5.189, -1.202, 0.306], [-1.464, 0.657, 3.157], [3.065, -0.895, -0.089], [-0.294, -3.129, -3.206], [-3.674, 2.947, -0.449], [3.059, 4.158, 1.375], [-2.587, 2.279, -2.481], [4.912, 0.030, -0.710], [4.129, 2.120, -1.614], [1.454, -2.822, -2.019], [-3.448, -2.186, -2.380], [0.281, 2.337, 4.524], [0.728, 0.902, -4.984], [-1.230, 2.710, 2.628], [-0.946, -0.298, 3.026], [2.763, 2.132, -5.661], [-2.195, -3.323, -4.184], [-7.163, -3.269, 2.117], [5.147, -4.106, 0.348], [1.249, 2.793, 3.113], [0.393, 0.274, -2.630], [0.209, -4.116, 1.679], [1.797, 3.469, -0.209], [-5.262, -0.431, -0.450], [-4.958, -3.961, 2.996], [2.814, 5.198, 1.211], [4.917, 2.178, 3.400], [-4.164, 3.706, 0.147], [3.914, 0.443, 1.981], [2.748, -4.135, 0.868], [6.229, -2.031, -0.441], [-0.919, -2.942, 2.371], [0.250, -3.597, -4.015], [-3.855, 1.457, 1.069], [0.761, -2.970, 2.904], [-7.305, -1.502, 0.394], [-1.641, 0.796, 4.225], [1.175, 1.101, 3.632], [-3.335, 4.254, -2.118], [-2.435, 0.590, 2.665], [4.461, 2.733, -3.966], [-1.943, 0.241, -2.584], [-2.915, -2.894, 2.170], [-2.227, 2.507, -3.476], [4.381, 4.560, 3.016]],
  "lowdin_charge": [0.62, 1.02, 1.04, 0.57, -0.37, -0.09, -0.07, -0.32, -0.07, -0.07, -0.08, -0.07, -0.05, -0.34, -0.38, -0.11, -0.07, -0.17, -0.07, -0.07, -0.09, -0.07, -0.10, -0.52, -0.05, -0.04, -0.07, -0.31, -0.06, -0.37, -0.10, -0.35, -0.30, -0.06, -0.06, -0.06, -0.06, -0.09, -0.08, -0.08, -0.36, -0.05, -0.06, -0.07, -0.07, 0.11, 0.11, 0.11, 0.12, 0.09, 0.11, 0.14, 0.05, 0.11, 0.12, 0.11, 0.11, 0.06, 0.07, 0.05, 0.12, 0.11, 0.11, 0.11, 0.11, 0.11, 0.11, 0.11, 0.11, 0.00, 0.12, 0.11, 0.05, 0.11, 0.09, 0.08, 0.11, 0.04, 0.11, 0.09, 0.08, 0.11, 0.11]
}



4.
{
  "formula": "C27H27AsNO6S2SeV",
  "method": "ωB97M-V/def2-TZVPD",
  "spin_multiplicity": 3,
  "fmax_ev_per_a": 1.2,
  "charge": 0,
  "lumo_energy_ev": [-1.6, -1.2],
  "s_squared": 2.05,
  "elements": ["Se", "As", "V", "S", "S", "O", "O", "O", "O", "O", "O", "N", "C", "C", "C", "C", "C", "C", "C", "C", "C", "C", "C", "C", "C", "C", "C", "C", "C", "C", "C", "C", "C", "C", "C", "C", "C", "C", "C", "H", "H", "H", "H", "H", "H", "H", "H", "H", "H", "H", "H", "H", "H", "H", "H", "H", "H", "H", "H", "H", "H", "H", "H", "H", "H", "H"],
  "positions_angstrom": [[-1.751, -1.203, 0.447], [2.690, 0.493, 1.521], [-0.320, 0.671, 1.054], [-0.358, 2.021, 3.338], [-2.136, 3.749, -1.953], [1.181, -0.320, 1.061], [0.954, 1.874, -0.782], [-0.144, 0.576, 3.317], [-1.001, 2.252, 1.974], [2.916, -0.304, 3.100], [-1.068, 2.628, 4.409], [-0.139, 1.289, -0.741], [1.358, 4.037, 3.766], [-3.196, 4.360, -0.660], [1.224, 2.806, 3.144], [-4.257, 6.239, 0.403], [-5.985, 0.771, -0.278], [1.580, 5.254, -2.225], [-7.324, 1.417, -0.500], [-3.187, -0.707, -2.359], [-3.763, 3.502, 0.271], [-3.456, -0.348, 0.145], [-5.218, 0.322, -1.343], [-3.452, 5.728, -0.600], [1.025, 5.237, 0.109], [-3.731, -0.047, 2.660], [3.357, 3.071, 2.146], [-0.235, 4.740, -0.185], [-5.478, 0.620, 1.005], [1.939, 5.490, -0.906], [0.316, 4.770, -2.530], [3.510, 4.307, 2.764], [-0.591, 4.506, -1.510], [-4.825, 5.383, 1.340], [-4.224, 0.070, 1.245], [-3.960, -0.240, -1.158], [-4.582, 4.021, 1.267], [2.512, 4.788, 3.591], [2.228, 2.273, 2.333], [2.923, 5.872, -0.670], [-2.928, 0.664, 2.859], [4.414, 4.879, 2.600], [-4.537, 0.159, 3.363], [2.613, 5.742, 4.091], [-5.452, 5.780, 2.127], [-0.931, 4.517, 0.612], [-4.446, 7.303, 0.453], [-0.568, 1.130, -1.664], [-7.586, 1.432, -1.557], [-2.262, -0.142, -2.474], [-3.326, -1.038, 2.860], [-6.072, 0.947, 1.853], [2.281, 5.457, -3.024], [0.031, 4.600, -3.561], [0.551, 4.403, 4.387], [-5.013, 3.348, 1.996], [2.516, -1.182, 3.105], [-8.111, 0.887, 0.039], [-3.557, 2.441, 0.235], [-3.773, -0.569, -3.267], [-2.910, -1.759, -2.278], [-3.007, 6.387, -1.335], [-5.604, 0.419, -2.352], [1.298, 5.411, 1.141], [4.160, 2.715, 1.508], [-7.318, 2.449, -0.141]],
  "lowdin_charge": [0.84, 1.23, 0.64, 0.53, 1.00, -0.68, -0.06, -0.33, -0.40, -0.36, -0.23, -0.15, -0.05, -0.53, -0.27, -0.08, -0.27, -0.08, -0.04, -0.08, -0.09, -0.50, -0.01, -0.10, -0.07, -0.06, -0.14, -0.10, -0.04, -0.08, -0.12, -0.07, -0.54, -0.08, -0.31, -0.30, -0.07, -0.07, -0.31, 0.10, 0.05, 0.11, 0.08, 0.11, 0.10, 0.10, 0.10, 0.09, 0.07, 0.05, 0.07, 0.12, 0.10, 0.10, 0.12, 0.10, 0.03, 0.08, 0.08, 0.08, 0.07, 0.11, 0.12, 0.09, 0.08, 0.08]
}



5.
{
  "formula": "C5H15N2",
  "method": "ωB97M-V/def2-TZVPD",
  "spin_multiplicity": 1,
  "fmax_ev_per_a": 2.7,
  "charge": 1,
  "lumo_energy_ev": -6.6,
  "elements": ["N", "N", "C", "C", "C", "C", "C", "H", "H", "H", "H", "H", "H", "H", "H", "H", "H", "H", "H", "H", "H", "H"],
  "positions_angstrom": [[3.184, 0.791, 0.442], [1.764, -1.318, -0.714], [-1.454, 0.248, 1.580], [-0.686, -0.895, -0.467], [-1.839, -0.322, 0.179], [-2.241, 0.978, -0.703], [0.626, -0.349, -0.649], [-1.239, -0.560, 2.276], [-2.751, 0.589, -1.581], [0.898, 0.320, 0.183], [3.281, -0.030, -0.144], [-3.001, 1.469, -0.113], [-1.335, 1.498, -0.978], [-0.536, 0.828, 1.514], [1.349, -2.084, -0.183], [-2.697, -0.973, 0.212], [1.768, -1.725, -1.652], [0.675, 0.275, -1.551], [3.852, 0.715, 1.202], [-2.219, 0.913, 1.970], [-0.912, -1.937, -0.704], [3.514, 1.572, -0.119]],
  "lowdin_charge": [0.02, 0.03, -0.01, 0.13, -0.32, 0.03, -0.23, 0.10, 0.09, 0.11, -0.01, 0.09, 0.08, 0.08, 0.08, 0.14, 0.10, 0.17, 0.03, 0.10, 0.16, 0.03]
}



6.
{
  "formula": "C23H48ClN3O4P",
  "method": "ωB97M-V/def2-TZVPD",
  "spin_multiplicity": 3,
  "fmax_ev_per_a": 9.3,
  "charge": 1,
  "lumo_energy_ev": [-4.1, -4.1],
  "s_squared": 2.01,
  "elements": ["Cl", "P", "O", "O", "O", "O", "N", "N", "N", "C", "C", "C", "C", "C", "C", "C", "C", "C", "C", "C", "C", "C", "C", "C", "C", "C", "C", "C", "C", "C", "C", "C", "H", "H", "H", "H", "H", "H", "H", "H", "H", "H", "H", "H", "H", "H", "H", "H", "H", "H", "H", "H", "H", "H", "H", "H", "H", "H", "H", "H", "H", "H", "H", "H", "H", "H", "H", "H", "H", "H", "H", "H", "H", "H", "H", "H", "H", "H", "H", "H"],
  "positions_angstrom": [[0.502, 2.727, -2.012], [-1.291, 3.710, 0.302], [-2.788, 1.466, 2.287], [6.063, 1.970, -2.297], [-2.848, -0.011, 0.361], [-6.857, -3.940, 3.370], [5.947, 1.173, -3.445], [-1.199, 4.371, 1.959], [-5.802, -3.216, 3.943], [1.573, 2.868, 0.588], [4.019, 2.764, -5.085], [-5.029, -2.510, 2.856], [4.710, -0.687, -4.292], [4.555, 0.655, -3.513], [-5.701, -5.232, 5.665], [3.556, 1.744, -4.052], [-2.920, 2.693, -0.025], [-4.031, -5.024, 3.873], [1.666, 2.374, 2.148], [5.463, 3.208, -4.877], [6.374, 1.969, -4.654], [-3.432, -4.446, 2.597], [-4.390, -3.516, 1.860], [7.860, 2.394, -4.562], [-4.375, -3.226, 5.859], [-2.832, 1.345, 0.932], [3.838, 0.149, -2.203], [6.314, 1.174, -6.005], [-5.909, -1.482, 2.105], [-3.832, -1.639, 3.377], [0.152, 2.543, -0.162], [-4.989, -4.151, 4.765], [-3.264, -1.215, 2.537], [-4.414, -2.157, 5.632], [7.038, 0.350, -6.018], [-4.955, -5.652, 6.360], [-5.159, -4.102, 1.337], [3.278, 2.374, -3.181], [4.775, -1.543, -3.598], [3.886, 2.352, -6.091], [8.500, 1.506, -4.441], [8.058, 3.075, -3.723], [-2.088, 4.058, 2.422], [-4.637, -5.878, 3.504], [2.718, 1.824, 2.279], [4.455, -0.537, -1.615], [5.652, -0.797, -4.835], [1.682, 3.265, 2.928], [-0.126, 1.419, 0.057], [0.861, 1.546, 2.441], [-3.841, -2.991, 1.070], [1.910, 4.007, 0.509], [-5.327, -0.921, 1.373], [5.330, 0.773, -6.232], [-3.242, -5.478, 4.479], [-1.302, 5.429, 1.915], [-3.105, -2.200, 3.958], [-3.347, -3.495, 6.099], [-6.094, -6.078, 5.099], [-4.183, -0.794, 3.981], [2.410, 2.262, -0.010], [-6.328, -0.752, 2.815], [3.885, -0.861, -4.982], [5.526, 3.906, -4.030], [8.184, 2.903, -5.471], [3.500, 0.957, -1.552], [-6.508, -4.816, 6.275], [6.561, 1.828, -6.853], [-3.146, -5.263, 1.921], [-3.773, -0.178, -0.034], [-1.380, 4.845, -0.626], [-2.960, 2.314, -1.138], [-2.499, -3.924, 2.835], [2.930, -0.405, -2.496], [5.790, 3.783, -5.749], [3.370, 3.650, -5.044], [2.620, 1.285, -4.380], [-6.744, -1.949, 1.564], [-3.893, 3.322, 0.259], [-4.973, -3.258, 6.786]],
  "lowdin_charge": [0.53, 0.99, -0.01, -0.03, -0.02, -0.01, -0.04, -0.11, -0.04, -0.30, -0.19, -0.46, -0.04, -0.45, -0.05, -0.14, -0.18, -0.13, -0.14, -0.14, -0.47, -0.19, -0.14, -0.04, -0.05, -0.31, -0.05, -0.05, -0.03, -0.05, -0.72, -0.45, 0.06, 0.06, 0.09, 0.09, 0.12, 0.09, 0.08, 0.11, 0.09, 0.08, 0.06, 0.12, 0.10, 0.09, 0.06, 0.09, 0.12, 0.09, 0.11, 0.13, 0.05, 0.06, 0.12, 0.09, 0.07, 0.09, 0.07, 0.09, 0.11, 0.09, 0.09, 0.12, 0.08, 0.04, 0.09, 0.10, 0.12, 0.15, 0.07, 0.12, 0.10, 0.09, 0.12, 0.11, 0.11, 0.09, 0.14, 0.08]
}



7.
{
  "formula": "C10H24O8Si2",
  "method": "ωB97M-V/def2-TZVPD",
  "spin_multiplicity": 1,
  "fmax_ev_per_a": 7.9,
  "charge": 0,
  "lumo_energy_ev": 0.2,
  "elements": ["Si", "Si", "O", "O", "O", "O", "O", "O", "O", "O", "C", "C", "C", "C", "C", "C", "C", "C", "C", "C", "H", "H", "H", "H", "H", "H", "H", "H", "H", "H", "H", "H", "H", "H", "H", "H", "H", "H", "H", "H", "H", "H", "H", "H"],
  "positions_angstrom": [[2.043, -2.737, 1.291], [4.513, -3.880, 0.680], [-1.197, 0.831, 3.858], [2.844, -3.833, 0.121], [6.977, -3.259, 2.363], [-0.621, 0.653, -3.250], [-1.797, 2.291, -4.124], [-2.333, 2.607, 2.940], [-0.577, 1.573, 1.885], [-1.875, 0.222, -5.123], [6.436, -2.115, 1.930], [-0.803, 2.427, 0.765], [-1.452, 1.761, 2.903], [-2.061, 0.861, 4.999], [-3.408, 0.234, 4.673], [-1.466, 0.982, -4.259], [5.453, -2.203, 0.580], [-0.272, -0.729, -3.217], [-2.721, 2.799, -5.092], [-4.139, 2.353, -4.773], [-2.667, 3.891, -5.041], [-1.142, -1.324, -2.926], [0.509, -0.864, -2.463], [0.642, -3.069, 1.514], [0.027, 2.294, 0.064], [-0.834, 3.479, 1.066], [-1.731, 2.140, 0.261], [-2.171, 1.884, 5.377], [-4.243, 1.267, -4.855], [4.549, -4.421, 2.063], [2.277, -1.386, 0.777], [-4.033, 0.177, 5.572], [0.120, -1.064, -4.183], [5.222, -4.809, -0.225], [-4.854, 2.816, -5.463], [-3.277, -0.773, 4.268], [-3.947, 0.816, 3.921], [6.098, -2.136, -0.403], [-1.571, 0.276, 5.784], [4.782, -1.245, 0.621], [-4.408, 2.624, -3.748], [-2.423, 2.507, -6.106], [2.867, -2.843, 2.519], [6.662, -1.072, 2.457]],
  "lowdin_charge": [0.57, 0.50, 0.02, -0.53, -0.12, -0.01, 0.02, 0.11, -0.01, 0.11, -0.18, -0.05, -0.55, -0.22, -0.07, -0.55, -0.28, -0.05, -0.22, -0.07, 0.12, 0.10, 0.09, -0.07, 0.09, 0.10, 0.10, 0.13, 0.07, -0.02, -0.07, 0.08, 0.10, -0.03, 0.08, 0.08, 0.07, 0.10, 0.12, 0.07, 0.08, 0.13, -0.07, 0.14]
}



8.
{
  "formula": "C6H15NO",
  "method": "ωB97M-V/def2-TZVPD",
  "spin_multiplicity": 1,
  "fmax_ev_per_a": 3.4,
  "charge": 0,
  "lumo_energy_ev": 1.0,
  "elements": ["O", "N", "C", "C", "C", "C", "C", "C", "H", "H", "H", "H", "H", "H", "H", "H", "H", "H", "H", "H", "H", "H", "H"],
  "positions_angstrom": [[0.654, 1.969, 0.718], [-0.087, -1.605, 0.474], [0.861, 1.472, -0.695], [-0.591, -0.254, 0.416], [-0.049, -2.070, 1.913], [-0.965, -2.429, -0.248], [-0.162, 0.387, -0.893], [0.590, 2.499, -1.752], [-0.527, 2.469, -2.043], [1.991, 1.289, -0.734], [-0.050, 2.574, 0.772], [-0.089, -1.175, 2.500], [-0.815, -2.678, 2.326], [0.732, 3.545, -1.483], [0.202, -0.493, -1.480], [-0.571, -3.489, -0.109], [0.876, -2.619, 2.156], [-0.872, -2.225, -1.357], [-1.637, -0.102, 0.394], [-0.138, 0.252, 1.345], [1.268, 2.340, -2.591], [-1.994, -2.478, 0.242], [-1.097, 0.642, -1.446]],
  "lowdin_charge": [-0.09, -0.26, -0.36, -0.25, -0.07, -0.16, -0.17, -0.08, 0.10, 0.17, 0.06, 0.06, 0.06, 0.07, 0.12, 0.10, 0.09, 0.10, 0.10, 0.13, 0.08, 0.10, 0.12]
}